[1]
C40H39BrGe2N3O4V | ωB97M-V/def2-TZVPD

Each line ends with the Löwdin charge.
Element x y z (Å)
V -0.298 0.254 0.451  0.879
C -3.721 -3.362 6.326  -0.091
O -3.370 -2.224 5.566  -0.074
C -2.372 -2.356 4.654  -0.270
C -1.630 -3.537 4.498  -0.031
C -0.639 -3.566 3.537  -0.027
C -0.368 -2.472 2.713  -0.092
C 0.604 -2.564 1.617  -0.338
C 1.735 -3.559 1.662  0.014
O 0.553 -1.831 0.628  0.010
C -1.125 -1.282 2.895  -0.311
O -0.887 -0.224 2.173  -0.188
C -2.123 -1.244 3.871  0.078
H -4.572 -3.068 6.934  0.090
H -2.900 -3.672 6.978  0.093
H -4.007 -4.196 5.679  0.093
H -1.820 -4.411 5.101  0.094
H -0.085 -4.485 3.407  0.102
H 1.613 -4.362 2.381  0.062
H 2.627 -2.990 1.938  0.102
H 1.899 -3.959 0.664  0.094
H -2.708 -0.344 3.998  0.126
Br 6.106 -4.802 -5.699  0.648
C 6.084 -3.047 -4.957  -0.723
C 6.529 -1.974 -5.714  -0.158
C 6.515 -0.706 -5.162  -0.053
C 6.044 -0.468 -3.859  -0.340
C 5.606 -1.582 -3.120  -0.049
C 5.630 -2.854 -3.662  -0.147
N 6.194 0.819 -3.363  -0.004
N 5.465 1.213 -2.336  -0.009
C 4.164 0.833 -2.202  -0.285
C 3.301 0.358 -3.196  -0.031
C 1.941 0.110 -2.952  0.006
C 1.375 0.316 -1.716  -0.316
O 0.072 0.085 -1.387  -0.232
C 2.213 0.780 -0.687  -0.145
N 1.627 0.921 0.543  0.020
C 2.349 1.346 1.563  -0.126
C 3.698 1.668 1.438  -0.057
C 4.307 1.516 0.208  0.004
C 3.581 1.060 -0.894  -0.082
H 6.888 -2.128 -6.722  0.089
H 6.875 0.141 -5.731  0.100
H 5.255 -1.442 -2.106  0.107
H 5.295 -3.698 -3.073  0.092
H 3.687 0.201 -4.193  0.104
H 1.308 -0.237 -3.760  0.114
H 1.832 1.425 2.513  0.114
H 4.246 2.020 2.301  0.096
H 5.357 1.738 0.064  0.108
Ge -2.908 1.727 -0.522  0.877
C -2.822 1.836 -2.472  -0.300
C -2.957 3.085 -3.075  -0.126
C -2.823 3.239 -4.449  -0.103
C -2.550 2.135 -5.243  -0.105
C -2.415 0.884 -4.658  -0.091
C -2.549 0.738 -3.284  -0.103
C -3.542 -0.058 0.022  -0.286
C -2.790 -1.228 -0.115  -0.130
C -3.259 -2.457 0.328  -0.077
C -4.513 -2.546 0.916  -0.094
C -5.283 -1.402 1.055  -0.094
C -4.801 -0.176 0.614  -0.119
H -4.076 2.663 -0.102  0.002
H -3.168 3.960 -2.468  0.091
H -2.927 4.219 -4.897  0.095
H -2.437 2.250 -6.314  0.095
H -2.192 0.020 -5.271  0.099
H -2.418 -0.243 -2.845  0.092
H -1.800 -1.221 -0.570  0.076
H -2.639 -3.339 0.218  0.109
H -4.883 -3.501 1.267  0.097
H -6.262 -1.461 1.515  0.097
H -5.414 0.708 0.742  0.083
C 0.492 4.243 1.973  -0.219
Ge -1.263 3.397 1.743  0.696
C -2.536 4.860 1.423  -0.245
C -1.801 2.609 3.452  -0.222
C -1.194 2.158 0.258  -0.539
H 0.365 5.269 2.325  0.010
H 1.033 4.266 1.027  0.020
H 1.110 3.711 2.696  0.001
H -2.387 5.649 2.163  0.009
H -3.567 4.513 1.492  -0.004
H -2.391 5.288 0.429  0.014
H -1.786 3.377 4.228  0.016
H -1.146 1.790 3.744  0.000
H -2.817 2.216 3.381  0.016
H -0.632 2.666 -0.536  0.005

Computed properties:
spin multiplicity = 4
total charge = -1
orbital gap (spin up / spin down) = 4.8 / 5.8 eV
molar mass = 901.84 g/mol
total energy = -263537.203 eV

=====

[2]
C5H10CaO3 | ωB97M-V/def2-TZVPD

Each line ends with the Löwdin charge.
Element x y z (Å)
C 2.757 0.855 0.459  -0.332
O 1.888 1.934 0.335  -0.494
C 2.223 -0.375 -0.272  -0.138
O 0.841 -0.499 0.134  -0.260
C -0.022 -1.242 -0.614  -0.064
C -1.431 -1.017 -0.221  -0.164
O -1.622 0.401 -0.055  -0.425
C -2.978 0.760 0.216  -0.043
Ca 0.071 1.513 0.371  1.608
H 2.920 0.585 1.521  0.125
H 3.753 1.074 0.031  0.131
H 2.755 -1.298 -0.006  0.145
H 2.240 -0.228 -1.361  0.141
H 0.341 -2.135 -1.121  0.145
H -1.687 -1.502 0.740  0.151
H -2.110 -1.394 -0.998  0.147
H -3.024 1.850 0.290  0.103
H -3.616 0.418 -0.609  0.113
H -3.302 0.303 1.160  0.112

Computed properties:
spin multiplicity = 2
total charge = +1
orbital gap (spin up / spin down) = 8.3 / 8.9 eV
molar mass = 158.21 g/mol
total energy = -29920.326 eV

=====

[3]
C20H36AlCl2FNO8S5 | ωB97M-V/def2-TZVPD

Each line ends with the Löwdin charge.
Element x y z (Å)
C -2.613 0.927 4.819  -0.133
C -1.766 -0.015 4.001  -0.805
Cl -1.904 0.175 2.248  0.591
C -0.950 -0.906 4.551  -0.688
Cl 0.012 -1.943 3.478  0.507
Al -0.699 -1.162 6.549  0.113
F -1.052 0.291 7.402  -0.251
N 1.218 -1.433 6.778  0.040
C 1.785 -0.417 6.525  -0.953
S 2.612 0.953 6.351  0.540
H -3.463 1.306 4.255  0.061
H -1.997 1.733 5.213  0.083
H -3.014 0.371 5.666  0.065
H -1.546 -2.391 7.086  -0.078
C 1.952 1.896 -2.094  -0.213
C 1.556 0.471 -1.680  -0.213
C 0.397 0.592 -0.680  -0.221
S -0.459 2.116 -1.087  0.648
O -0.311 3.042 0.009  -0.329
O -1.757 1.819 -1.644  -0.332
C 0.646 2.621 -2.401  -0.229
H 2.619 1.898 -2.952  0.084
H 2.466 2.389 -1.265  0.124
H 1.225 -0.090 -2.558  0.099
H 2.394 -0.072 -1.248  0.113
H -0.304 -0.234 -0.759  0.102
H 0.751 0.678 0.345  0.102
H 0.737 3.705 -2.401  0.103
H 0.214 2.279 -3.342  0.103
C 3.786 -2.550 -6.466  -0.221
C 2.456 -1.837 -6.749  -0.213
C 2.045 -1.108 -5.464  -0.221
S 3.572 -0.727 -4.594  0.659
O 3.598 -1.470 -3.362  -0.310
O 3.799 0.696 -4.621  -0.325
C 4.668 -1.524 -5.763  -0.230
H 4.252 -2.915 -7.380  0.114
H 3.615 -3.406 -5.810  0.120
H 2.596 -1.114 -7.555  0.116
H 1.683 -2.535 -7.067  0.114
H 1.515 -0.180 -5.666  0.103
H 1.446 -1.743 -4.813  0.106
H 5.508 -1.960 -5.228  0.108
H 5.021 -0.760 -6.456  0.107
C 0.592 -7.510 2.526  -0.227
C 0.392 -6.050 2.956  -0.213
C -0.840 -5.518 2.216  -0.226
S -1.893 -6.940 1.905  0.660
O -1.972 -7.162 0.480  -0.333
O -3.084 -6.862 2.711  -0.325
C -0.785 -8.161 2.607  -0.239
H 1.314 -8.024 3.159  0.111
H 0.958 -7.546 1.497  0.116
H 0.221 -6.006 4.033  0.121
H 1.268 -5.442 2.741  0.114
H -1.389 -4.791 2.809  0.091
H -0.578 -5.086 1.253  0.105
H -0.865 -9.088 2.043  0.102
H -1.088 -8.322 3.641  0.106
C -1.718 7.175 -0.880  -0.223
C -2.224 5.825 -0.355  -0.209
C -2.993 6.099 0.943  -0.208
S -3.642 7.769 0.800  0.661
O -3.014 8.604 1.793  -0.327
O -5.077 7.729 0.661  -0.334
C -2.904 8.130 -0.791  -0.240
H -1.345 7.099 -1.901  0.111
H -0.902 7.535 -0.249  0.119
H -2.893 5.375 -1.092  0.122
H -1.409 5.125 -0.186  0.085
H -3.823 5.411 1.084  0.105
H -2.340 6.071 1.813  0.109
H -2.626 9.181 -0.829  0.103
H -3.648 7.911 -1.556  0.104

Computed properties:
total charge = -1
orbital gap = 7.1 eV
molar mass = 695.73 g/mol
total energy = -127734.098 eV

=====

[4]
C6H24MnN12O6 | ωB97M-V/def2-TZVPD

Each line ends with the Löwdin charge.
Element x y z (Å)
Mn -0.111 -0.264 0.366  0.878
C -2.011 -1.055 2.900  -0.612
O -1.066 -1.027 2.103  -0.040
N -3.073 -1.872 2.669  0.186
N -2.002 -0.305 4.019  0.204
H -3.942 -1.909 3.169  0.117
H -2.874 -2.508 1.915  0.114
H -1.207 0.306 4.077  0.116
H -2.714 -0.302 4.725  0.121
C 1.024 -2.961 -1.139  -0.611
O 0.401 -2.151 -0.441  -0.033
N 1.081 -2.870 -2.498  0.190
N 1.671 -4.013 -0.587  0.187
H 0.472 -2.258 -3.007  0.121
H 1.831 -3.393 -2.917  0.116
H 1.650 -4.037 0.419  0.119
H 1.828 -4.897 -1.040  0.122
C -0.931 2.817 1.160  -0.601
O -0.717 1.608 1.094  -0.038
N -0.678 3.533 2.295  0.186
N -1.500 3.501 0.133  0.191
H -0.201 3.018 3.012  0.111
H -0.585 4.532 2.238  0.114
H -1.853 4.431 0.280  0.115
H -1.894 2.943 -0.604  0.108
C -2.937 -0.330 -1.555  -0.608
O -1.899 -0.095 -0.931  -0.032
N -3.135 0.096 -2.827  0.185
N -3.984 -0.973 -0.972  0.187
H -4.014 -0.120 -3.264  0.112
H -2.540 0.771 -3.269  0.115
H -3.971 -1.178 0.009  0.094
H -4.755 -1.297 -1.530  0.113
C 3.013 0.219 1.167  -0.608
O 1.789 0.055 1.184  -0.037
N 3.609 1.427 1.281  0.194
N 3.850 -0.842 0.991  0.190
H 3.084 2.282 1.259  0.116
H 4.559 1.513 1.601  0.117
H 4.843 -0.771 0.876  0.115
H 3.393 -1.730 1.095  0.107
C 1.693 1.127 -2.081  -0.609
O 0.780 0.767 -1.340  -0.033
N 1.699 2.333 -2.700  0.191
N 2.737 0.297 -2.383  0.188
H 2.489 2.627 -3.245  0.113
H 0.957 2.980 -2.506  0.113
H 2.639 -0.696 -2.282  0.088
H 3.501 0.672 -2.917  0.109

Computed properties:
spin multiplicity = 6
total charge = +2
orbital gap (spin up / spin down) = 10.0 / 11.1 eV
molar mass = 415.27 g/mol
total energy = -68095.153 eV

=====

- The lowest molar mass belongs to which entry?
  C5H10CaO3